Density functional theory data (ωB97M-V/def2-TZVPD) for 2 unconnected molecules or ions with the total composition C5H10O2.

The orbital gap is 9.512 eV. The calculation puts the energy relative to the best compared isomer or geometry (same formula, charge and spin) at 198.8 kJ/mol. The value obtained for the LUMO energy is 1.0 eV. The calculation puts the largest force on an atom at 0.0103 Eh/bohr. The energy is -9440.9827 eV. As for the structure (SMILES): C/C=C\O.CC=O.

Each line ends with the Löwdin charge.
Geometry (Å):
C  2.20149  -0.05866  -0.38310  -0.11
C  1.35669  -0.66468  0.70026  -0.17
O  -0.35627  1.23679  -1.18368  0.03
C  -1.49628  1.18074  -0.78227  -0.30
C  -1.91060  0.88685  0.62951  -0.06
C  0.26858  -1.41458  0.52778  -0.25
O  -0.34585  -1.72447  -0.64977  -0.01
H  2.14271  1.03453  -0.38190  0.07
H  1.90188  -0.38731  -1.38439  0.07
H  3.25019  -0.34644  -0.24866  0.07
H  1.65558  -0.47593  1.72823  0.10
H  -2.33263  1.34713  -1.49196  0.12
H  -2.63429  1.63678  0.96464  0.08
H  -1.04518  0.85266  1.29239  0.07
H  -2.41333  -0.08886  0.64097  0.09
H  -0.26728  -1.85565  1.36449  0.12
H  0.02457  -1.15889  -1.34252  0.08

Atoms 1-3, force components in eV/Å:
C 0.023 -0.021 -0.066
C -0.124 -0.148 -0.020
O -0.499 0.043 0.164

=====

Density functional theory data (ωB97M-V/def2-TZVPD) for 2 unconnected molecules or ions with the total composition CH2NO2S.

The orbital gap (spin up / spin down) is 6.094 / 7.979 eV. The calculation puts the energy relative to the best compared isomer or geometry (same formula, charge and spin) at 423.1 kJ/mol. The total charge is -1. The value obtained for the LUMO energy (spin up / spin down) is 4.2 / 3.5 eV. The calculation puts the largest force on an atom at 0.0869 Eh/bohr. Its spin multiplicity is 3. The energy is -17483.9569 eV. The expectation value of S² is 2.01.

Each line ends with the Löwdin charge.
Geometry (Å):
C  -0.23488  -1.15494  1.32947  -0.08
N  0.56836  -0.51747  -0.58740  -0.37
O  0.20404  1.13395  -2.57805  -0.47
O  -1.00495  1.56850  -0.43512  -0.44
S  -0.11386  0.68615  -1.18808  0.49
H  0.78238  -1.59119  1.65353  -0.06
H  -0.20109  -0.12500  1.80564  -0.07

Atoms 1-3, force components in eV/Å:
C 3.057 1.317 2.981
N -1.172 2.129 -1.893
O -0.970 -0.039 1.454

=====

Density functional theory data (ωB97M-V/def2-TZVPD) for 18 unconnected molecules or ions with the total composition C25H49Cl34N2S.

The orbital gap is 10.131 eV. The total charge is +1. The value obtained for the LUMO energy is -1.8 eV. The calculation puts the largest force on an atom at 0.0244 Eh/bohr. The energy is -466293.5979 eV.

Each line ends with the Löwdin charge.
Geometry (Å):
C  2.95469  -0.08445  -0.39429  -0.12
C  2.83841  1.03290  -1.43722  -0.40
C  3.59825  0.55276  -2.71031  -0.08
C  1.37909  1.23673  -1.85765  -0.19
C  0.37960  1.56395  -0.70915  -0.10
C  -0.84382  0.75543  -0.91857  -0.27
N  -1.78823  0.99955  -1.82752  0.18
C  -2.74093  -0.00079  -1.73099  -0.13
C  -2.35391  -0.85810  -0.76439  -0.63
S  -3.12645  -2.31345  -0.19680  0.81
N  -1.14664  -0.35118  -0.24985  0.17
H  2.78148  -1.03666  -0.89717  0.07
H  2.24268  0.01066  0.42065  -0.05
H  3.96013  -0.09091  0.01366  0.04
H  3.32100  1.93378  -1.06569  0.09
H  4.15275  1.36033  -3.18203  0.08
H  2.85417  0.24618  -3.44244  0.03
H  4.23055  -0.31541  -2.52640  -0.02
H  1.33459  2.02065  -2.61105  0.04
H  1.06666  0.29994  -2.31756  0.06
H  0.77584  1.38854  0.28382  0.06
H  0.13360  2.62197  -0.77336  0.09
H  -1.79406  1.77620  -2.47555  0.06
H  -3.63708  -0.08064  -2.30880  0.08
H  -2.13701  -3.19109  -0.43559  -0.11
H  -0.56741  -0.73435  0.48984  0.09
C  -0.03186  -1.45300  -4.89338  -1.00
Cl  0.07513  0.29615  -5.15406  0.53
Cl  1.33048  -2.06704  -3.95039  0.55
H  -0.94461  -1.65977  -4.35312  -0.07
H  -0.04182  -1.94916  -5.85648  0.04
C  -0.32946  5.09048  -2.60189  -0.98
Cl  -0.34770  3.53063  -3.45663  0.58
Cl  1.27842  5.45935  -1.98694  0.56
H  -0.63391  5.86632  -3.29410  0.03
H  -1.02008  5.03506  -1.76635  0.00
C  -3.01589  2.26988  1.74359  -1.02
Cl  -2.88029  3.99766  1.38735  0.50
Cl  -1.64027  1.66693  2.67876  0.50
H  -3.91313  2.10830  2.33062  -0.05
H  -3.06995  1.72945  0.80417  -0.03
C  0.76699  -2.12393  3.26118  -0.98
Cl  -0.42476  -3.13408  2.42349  0.54
Cl  1.13800  -0.66029  2.33926  0.60
H  0.36409  -1.83604  4.22573  0.04
H  1.69053  -2.68687  3.38376  -0.09
C  4.88589  -2.00135  5.19779  -1.00
Cl  3.65535  -2.98703  4.38094  0.58
Cl  5.25050  -0.53121  4.29289  0.51
H  4.50984  -1.72718  6.17637  0.03
H  5.79548  -2.58496  5.28969  -0.05
C  6.39260  -2.23641  -0.84594  -0.96
Cl  5.16527  -2.51864  -2.09616  0.55
Cl  6.64203  -0.51716  -0.54356  0.53
H  6.06443  -2.71475  0.06973  0.03
H  7.33175  -2.66307  -1.17687  0.03
C  -5.07897  -2.18710  -3.92822  -1.03
Cl  -5.93157  -2.69283  -5.38207  0.53
Cl  -3.31880  -2.33310  -4.14501  0.56
H  -5.32803  -1.15400  -3.71563  -0.01
H  -5.37648  -2.82469  -3.10357  0.03
C  2.08216  3.76342  2.70490  -0.97
Cl  0.40822  4.12860  2.27551  0.49
Cl  2.95939  2.99069  1.37956  0.57
H  2.58644  4.68867  2.95667  0.03
H  2.08313  3.09190  3.55583  0.03
C  8.15887  1.85100  2.44802  -1.02
Cl  6.48501  2.19352  1.97922  0.47
Cl  9.04162  1.08577  1.12448  0.49
H  8.65130  2.77969  2.71056  0.03
H  8.14578  1.17830  3.29655  -0.04
C  -2.94247  -4.81573  4.99035  -1.03
Cl  -2.45346  -6.26514  5.86711  0.52
Cl  -3.15111  -3.42186  6.06120  0.53
H  -2.17203  -4.55983  4.27534  -0.03
H  -3.88330  -5.01027  4.48960  0.03
C  -5.36597  3.28373  -2.04259  -0.96
Cl  -3.72277  3.89366  -2.27978  0.51
Cl  -5.40524  1.93915  -0.89679  0.55
H  -5.98139  4.09032  -1.66210  0.04
H  -5.74653  2.93238  -2.99564  0.00
C  -7.07279  1.63392  2.94831  -1.00
Cl  -6.87031  3.36716  2.65925  0.51
Cl  -5.72003  0.96949  3.87235  0.53
H  -7.99100  1.48274  3.50284  0.03
H  -7.11973  1.11962  1.99506  0.01
C  -9.44374  -1.08202  -3.23088  -1.01
Cl  -9.27925  -2.63521  -4.04576  0.52
Cl  -7.96842  -0.60148  -2.37490  0.50
H  -9.67217  -0.32423  -3.97049  0.03
H  -10.24563  -1.15428  -2.50621  0.03
C  -3.50190  -0.20577  7.64801  -1.04
Cl  -3.25655  1.43402  7.03277  0.50
Cl  -2.21679  -0.69774  8.75838  0.50
H  -4.44713  -0.24082  8.17619  0.03
H  -3.51488  -0.88709  6.80717  -0.05
C  9.23020  -2.33674  5.20670  -0.99
Cl  8.01794  -3.31199  4.35855  0.54
Cl  9.58147  -0.83804  4.34540  0.55
H  8.84386  -2.08800  6.18794  0.03
H  10.14197  -2.91422  5.29748  0.03
C  -4.48813  3.37221  -6.13371  -1.00
Cl  -6.21536  3.18878  -6.43811  0.53
Cl  -3.89216  2.13561  -5.01379  0.49
H  -3.95107  3.27611  -7.06947  0.03
H  -4.31236  4.34707  -5.69290  0.03
C  5.80398  -4.75832  -5.22764  -1.03
Cl  6.55465  -4.46561  -6.79815  0.51
Cl  4.23650  -3.95344  -5.08580  0.47
H  5.65727  -5.82458  -5.10495  0.03
H  6.45679  -4.37425  -4.45220  0.01

Atoms 1-3, force components in eV/Å:
C -0.134 0.392 -0.289
C 0.345 -1.129 -0.424
C -0.467 0.469 0.017

=====

Density functional theory data (ωB97M-V/def2-TZVPD) for a molecular structure, C29H29N2O3SSbW.

The orbital gap (spin up / spin down) is 6.973 / 6.617 eV. The calculation puts the energy relative to the best compared isomer or geometry (same formula, charge and spin) at 140.8 kJ/mol. The total charge is +2. The value obtained for the LUMO energy (spin up / spin down) is -6.1 / -7.3 eV. The calculation puts the largest force on an atom at 0.0132 Eh/bohr. Its spin multiplicity is 3. The energy is -58848.9333 eV. The expectation value of S² is 2.02.

Each line ends with the Löwdin charge.
Geometry (Å):
W  -0.34463  -0.27520  0.18481  1.48
O  -1.40676  -1.94348  -0.17604  -0.31
C  -2.36344  -2.57999  0.50429  -0.29
C  -2.88838  -3.75245  -0.04221  0.00
C  -3.91625  -4.41994  0.59145  -0.03
C  -4.47164  -3.95081  1.78787  -0.05
C  -3.97200  -2.80142  2.34248  -0.01
C  -2.90865  -2.10765  1.73028  -0.13
C  -2.42459  -0.91096  2.33079  0.01
N  -1.30425  -0.42359  1.92218  -0.16
N  -0.78374  0.87830  2.04598  0.02
C  -1.43967  1.72315  1.15381  -0.42
O  -1.89493  1.17726  0.08730  -0.11
C  -1.43146  3.14713  1.37183  -0.16
C  -1.00397  3.66464  2.60006  0.00
C  -1.01727  5.03171  2.80077  -0.04
C  -1.45853  5.87313  1.78568  -0.03
C  -1.88823  5.36067  0.56468  -0.04
C  -1.87543  3.99754  0.35175  0.01
H  -2.47868  -4.11661  -0.97505  0.12
H  -4.30879  -5.32476  0.14547  0.12
H  -5.28295  -4.48675  2.25806  0.12
H  -4.38309  -2.41244  3.26617  0.13
H  -2.95896  -0.41397  3.13742  0.16
H  -0.67624  2.99362  3.38180  0.12
H  -0.69431  5.44582  3.74556  0.12
H  -1.47297  6.94293  1.94788  0.12
H  -2.23323  6.02961  -0.21126  0.12
H  -2.20883  3.57986  -0.58838  0.12
O  1.09157  1.24157  -0.18951  -0.65
S  2.22397  0.95218  0.85079  1.14
C  3.71101  0.94453  -0.09021  -0.40
C  4.89586  0.97631  0.63583  -0.06
C  6.09449  0.94893  -0.05873  -0.04
C  6.09068  0.91818  -1.44743  -0.03
C  4.89461  0.91572  -2.15560  -0.04
C  3.68600  0.92440  -1.47842  -0.07
C  1.85019  -0.79990  1.10048  -0.48
C  1.77524  -1.63879  -0.03253  -0.18
C  1.52224  -3.00270  0.16607  -0.04
C  1.36777  -3.50229  1.44593  -0.02
C  1.47895  -2.66410  2.55928  -0.02
C  1.71972  -1.31413  2.40055  -0.06
H  4.88897  1.02918  1.71824  0.12
H  7.02990  0.96992  0.48274  0.12
H  7.02955  0.91239  -1.98425  0.12
H  4.90678  0.91758  -3.23695  0.12
H  2.74355  0.95501  -2.00997  0.10
H  2.09121  -1.27487  -1.00351  0.10
H  1.47643  -3.66599  -0.68710  0.13
H  1.18365  -4.55887  1.58601  0.13
H  1.37499  -3.06979  3.55653  0.13
H  1.78513  -0.65290  3.25527  0.13
C  0.27479  -1.69109  -3.80466  -0.27
Sb  -0.68060  -0.21933  -2.62203  1.39
C  -0.15296  1.61571  -3.54010  -0.27
C  -2.73208  -0.47853  -3.03232  -0.26
H  -0.08506  -1.61296  -4.82888  0.03
H  0.04116  -2.67883  -3.41208  0.01
H  1.35308  -1.54044  -3.79223  0.01
H  0.64947  1.45030  -4.25690  0.02
H  0.17879  2.32193  -2.78180  0.00
H  -1.01809  2.01875  -4.06257  0.02
H  -2.90474  -0.39460  -4.10355  0.03
H  -3.30314  0.28445  -2.50716  0.02
H  -3.04121  -1.46224  -2.68466  0.01

Atoms 1-3, force components in eV/Å:
W -0.070 0.120 -0.085
O -0.090 0.053 -0.020
C 0.001 0.001 0.085

=====

Density functional theory data (ωB97M-V/def2-TZVPD) for 2 unconnected molecules or ions with the total composition C6H17BBrN2O5S.

The orbital gap is 4.512 eV. The total charge is +1. The value obtained for the LUMO energy is -7.0 eV. The calculation puts the largest force on an atom at 0.1236 Eh/bohr. The energy is -101260.4867 eV.

Each line ends with the Löwdin charge.
Geometry (Å):
C  0.92639  1.79160  0.06898  -0.10
C  0.31524  0.71470  -1.05135  -0.22
O  -1.01363  0.19597  -0.69134  -0.21
C  -0.95148  -1.16572  -0.13367  -0.14
C  -0.76907  -1.07786  1.52654  -0.13
O  0.64776  -0.86683  1.86394  -0.22
C  1.35767  -2.12937  2.12125  -0.37
S  2.86473  -2.40434  1.00592  0.78
Br  4.22133  -3.73037  2.26246  0.55
B  2.45213  -3.47121  -0.48360  -0.67
O  1.97038  -4.87896  -0.40674  0.04
O  2.62594  -2.90625  -1.85667  0.07
H  1.37837  2.75523  -0.41837  0.09
H  1.79311  1.18438  0.61971  0.07
H  0.10142  2.02968  0.89602  0.10
H  1.12392  -0.13423  -1.25865  0.11
H  0.18045  1.36005  -2.04564  0.14
H  -0.05934  -1.81271  -0.52718  0.11
H  -1.95073  -1.74617  -0.42277  0.16
H  -1.35724  -0.08753  1.83344  0.17
H  -1.25519  -2.03063  2.02039  0.14
H  1.80461  -2.03798  3.22447  0.15
H  0.68391  -3.08773  2.11629  0.14
H  1.13535  -4.82925  0.17722  0.13
H  2.69601  -1.89036  -1.80839  0.12
C  -2.76228  4.26425  -1.19415  -0.72
O  -3.10925  5.40285  -1.46589  0.03
N  -1.47474  3.92076  -1.00967  0.16
N  -3.63632  3.25120  -1.05483  0.15
H  -1.16953  2.98873  -0.78542  0.05
H  -0.78424  4.65395  -1.10548  0.12
H  -4.61600  3.46694  -1.18548  0.12
H  -3.36969  2.30722  -0.83134  0.09

Atoms 1-3, force components in eV/Å:
C 0.302 -1.607 0.738
C 0.774 2.104 -0.751
O 2.215 -2.072 0.133